# 1
C5H15NO2 | ωB97M-V with the def2-TZVPD basis set

Cartesian coordinates (Å):
O (0.24, -0.43, 1.18)
O (1.34, 1.85, 0.21)
N (-0.52, 2.35, 1.20)
C (1.00, 2.42, 1.42)
C (-1.63, -1.08, -1.04)
C (-0.26, -1.73, -0.87)
C (0.79, -1.08, -1.78)
C (0.18, -1.73, 0.60)
H (-0.03, 2.09, 0.13)
H (-1.09, 3.16, 1.41)
H (-0.35, -2.79, -1.16)
H (1.26, 3.48, 1.54)
H (0.86, 0.14, 0.68)
H (1.28, 1.85, 2.31)
H (1.75, -1.58, -1.69)
H (0.48, -1.13, -2.83)
H (1.16, -2.23, 0.68)
H (0.93, -0.03, -1.53)
H (-0.53, -2.30, 1.20)
H (-1.59, -0.02, -0.77)
H (-0.91, 1.49, 1.59)
H (-1.97, -1.14, -2.08)
H (-2.39, -1.56, -0.41)

Its SMILES is [NH3+]C[O-].CC(C)CO. Its charge is 0. The value obtained for the energy relative to the best compared isomer or geometry (same formula, charge and spin) is 214.8 kJ/mol. The value obtained for the HOMO energy is -9.203 eV. The total energy is -404.6732 hartree.

---

# 2
C5H15NO2 | ωB97M-V with the def2-TZVPD basis set

Cartesian coordinates (Å):
O (-2.72, 1.11, 2.45)
O (-1.77, -1.48, 0.96)
N (0.71, -0.18, 1.68)
C (1.01, 0.54, -0.68)
C (0.31, 1.34, -1.79)
C (-0.78, -1.13, -0.01)
C (-0.02, 0.14, 0.40)
C (1.87, -0.62, -1.25)
H (0.89, 0.71, 2.13)
H (-0.25, -2.09, -0.17)
H (1.36, -1.61, -1.32)
H (-1.44, -1.04, -0.86)
H (-0.27, 0.68, -2.44)
H (-1.62, -2.22, 1.54)
H (1.59, -0.66, 1.51)
H (1.08, 1.80, -2.40)
H (-2.57, 1.67, 1.70)
H (-2.82, 0.17, 2.36)
H (2.71, -0.79, -0.58)
H (1.80, 1.17, -0.27)
H (-0.49, 1.95, -1.36)
H (2.12, -0.41, -2.27)
H (-0.70, 0.95, 0.68)

Its SMILES is CC(C)[C@H](N)CO.O. Its charge is 0. The value obtained for the energy relative to the best compared isomer or geometry (same formula, charge and spin) is 160.5 kJ/mol. The value obtained for the HOMO energy is -9.245 eV. The total energy is -404.6939 hartree.

---

# 3
C5H15NO2 | ωB97M-V with the def2-TZVPD basis set

Cartesian coordinates (Å):
O (-2.57, 1.28, 1.59)
O (-0.99, -1.97, 3.21)
N (-1.59, -1.39, -0.01)
C (2.50, 2.21, -2.26)
C (2.36, 0.98, -1.83)
C (0.18, 0.18, -0.85)
C (1.70, 0.46, -0.61)
C (-0.17, -1.25, -0.46)
H (-2.11, 0.45, 1.44)
H (-2.45, 2.08, 1.06)
H (0.43, -1.56, 0.39)
H (2.78, 0.12, -2.39)
H (-1.53, -1.83, 3.98)
H (-1.47, -1.94, 2.38)
H (-0.04, 0.34, -1.91)
H (2.18, -0.40, -0.14)
H (-2.28, -1.16, -0.71)
H (1.70, 1.19, 0.21)
H (2.22, 3.23, -2.01)
H (-0.41, 0.88, -0.26)
H (-1.77, -2.39, 0.10)
H (-0.06, -1.99, -1.26)
H (3.15, 2.42, -3.13)

Its SMILES is C=CCCCN.O.O. Its charge is 0. The value obtained for the energy relative to the best compared isomer or geometry (same formula, charge and spin) is 211.1 kJ/mol. The value obtained for the HOMO energy is -9.760 eV. The total energy is -404.6747 hartree.

---

# 4
C5H15NO2 | ωB97M-V with the def2-TZVPD basis set

Cartesian coordinates (Å):
O (-2.41, 2.11, -1.44)
O (-0.66, -2.76, -1.97)
N (-1.01, -1.27, 1.30)
C (0.19, -0.70, 0.71)
C (1.15, 1.38, -1.54)
C (1.37, -0.97, 1.56)
C (1.15, 1.38, -0.20)
C (0.00, 0.91, 0.60)
H (1.96, 1.87, -2.05)
H (2.13, -0.24, 1.13)
H (0.29, -2.89, -1.99)
H (-0.97, 1.26, 0.27)
H (0.01, 1.37, 1.62)
H (-2.35, 2.34, -0.52)
H (-1.96, -1.01, 1.06)
H (-3.00, 1.34, -1.47)
H (0.29, 1.00, -2.12)
H (1.90, 2.02, 0.31)
H (1.73, -2.01, 1.52)
H (1.52, -0.62, 2.59)
H (-0.75, -1.90, -1.42)
H (0.29, -1.17, -0.26)
H (-0.89, -1.46, 2.30)

Its SMILES is C=CC[C@@H](C)N.O.O. Its charge is 0. The value obtained for the energy relative to the best compared isomer or geometry (same formula, charge and spin) is 244.5 kJ/mol. The value obtained for the HOMO energy is -8.794 eV. The total energy is -404.6619 hartree.

---

# 5
C5H15NO2 | ωB97M-V with the def2-TZVPD basis set

Cartesian coordinates (Å):
O (-2.37, 0.66, 0.29)
O (-3.49, 3.39, -3.69)
N (1.05, -0.14, 2.31)
C (1.51, -0.56, 0.97)
C (-0.52, -0.66, -0.72)
C (2.81, -1.32, 1.14)
C (0.47, -1.30, 0.20)
C (-1.08, 0.74, -0.33)
H (-4.15, 2.72, -3.58)
H (2.59, -2.19, 1.80)
H (-1.28, 1.30, -1.23)
H (-0.24, -1.76, 0.89)
H (-0.17, -0.43, -1.76)
H (-1.40, -1.21, -1.05)
H (-0.34, 1.19, 0.36)
H (-2.26, 0.48, 1.22)
H (0.94, -0.93, 2.94)
H (1.69, 0.43, 0.48)
H (-3.24, 3.62, -4.58)
H (3.32, -1.61, 0.19)
H (0.93, -2.17, -0.28)
H (1.62, 0.56, 2.76)
H (3.61, -0.80, 1.67)

Its SMILES is C[C@H](N)CCCO.O. Its charge is 0. The value obtained for the energy relative to the best compared isomer or geometry (same formula, charge and spin) is 162.1 kJ/mol. The value obtained for the HOMO energy is -9.275 eV. The total energy is -404.6933 hartree.

---

# 6
C5H15NO2 | ωB97M-V with the def2-TZVPD basis set

Cartesian coordinates (Å):
O (-2.06, -1.41, -1.84)
O (0.88, -2.69, 0.09)
N (-0.47, 0.67, -0.21)
C (0.36, 1.72, -0.80)
C (0.96, -1.37, -0.43)
C (0.30, -0.35, 0.53)
C (-1.54, 1.21, 0.64)
C (1.38, 0.18, 1.47)
H (-1.61, -0.55, -1.78)
H (1.05, 2.19, -0.11)
H (-1.24, 1.29, 1.68)
H (2.03, -1.21, -0.47)
H (0.57, -1.31, -1.45)
H (0.02, -3.09, -0.05)
H (1.88, -0.61, 2.02)
H (0.84, 1.33, -1.70)
H (-0.45, -0.91, 1.07)
H (-2.46, 0.65, 0.51)
H (-0.27, 2.55, -1.10)
H (-1.76, 2.25, 0.38)
H (2.11, 0.75, 0.91)
H (0.95, 0.84, 2.23)
H (-1.48, -2.12, -1.59)

Its SMILES is C[C@H](CO)N(C)C.O. Its charge is 0. The value obtained for the energy relative to the best compared isomer or geometry (same formula, charge and spin) is 144.4 kJ/mol. The value obtained for the HOMO energy is -8.907 eV. The total energy is -404.7001 hartree.

---

Repeat the sixth record exactly.
C5H15NO2 | ωB97M-V with the def2-TZVPD basis set

Cartesian coordinates (Å):
O (-2.06, -1.41, -1.84)
O (0.88, -2.69, 0.09)
N (-0.47, 0.67, -0.21)
C (0.36, 1.72, -0.80)
C (0.96, -1.37, -0.43)
C (0.30, -0.35, 0.53)
C (-1.54, 1.21, 0.64)
C (1.38, 0.18, 1.47)
H (-1.61, -0.55, -1.78)
H (1.05, 2.19, -0.11)
H (-1.24, 1.29, 1.68)
H (2.03, -1.21, -0.47)
H (0.57, -1.31, -1.45)
H (0.02, -3.09, -0.05)
H (1.88, -0.61, 2.02)
H (0.84, 1.33, -1.70)
H (-0.45, -0.91, 1.07)
H (-2.46, 0.65, 0.51)
H (-0.27, 2.55, -1.10)
H (-1.76, 2.25, 0.38)
H (2.11, 0.75, 0.91)
H (0.95, 0.84, 2.23)
H (-1.48, -2.12, -1.59)

Its SMILES is C[C@H](CO)N(C)C.O. Its charge is 0. The value obtained for the energy relative to the best compared isomer or geometry (same formula, charge and spin) is 144.4 kJ/mol. The value obtained for the HOMO energy is -8.907 eV. The total energy is -404.7001 hartree.